Entry 1:
34
Properties=species:S:1:pos:R:3 method="wB97M-V/def2-TZVPD" largest_force_ev_per_a=5.68 orbital_gap_ev=9.8 spin_multiplicity=1 total_charge=+1
C 2.240 1.160 0.011
C 2.589 1.148 -1.407
C 1.443 0.888 -2.460
C -1.121 2.297 1.883
C -2.338 1.788 1.192
C 0.435 -2.413 1.801
C -1.009 -2.763 1.915
C -1.283 2.073 0.405
C -0.399 -2.388 0.534
C 0.290 -0.118 -0.531
C -1.860 -0.943 -0.935
N 1.125 0.210 0.405
N 3.770 1.364 -1.678
N 0.331 0.238 -1.817
N -0.784 -1.020 -0.006
H 3.123 0.987 0.755
H 1.020 1.899 -2.847
H 1.872 0.325 -3.294
H -1.110 3.390 2.324
H -0.511 1.691 2.488
H -3.296 1.470 1.207
H 1.910 2.196 0.121
H 0.786 -1.417 2.185
H 1.042 -3.279 1.840
H -1.285 -3.780 1.994
H -1.743 -2.106 2.284
H -0.856 1.947 -0.561
H -0.234 -3.176 -0.228
H -2.808 -1.373 -0.543
H -2.061 0.129 -1.287
H -1.579 -1.571 -1.845
H 3.901 1.336 -2.704
H -0.572 0.429 -2.181
H -1.030 -0.616 0.980

***

Entry 2:
16
Properties=species:S:1:pos:R:3 method="wB97M-V/def2-TZVPD" largest_force_ev_per_a=4.12 orbital_gap_ev=9.7 spin_multiplicity=1
C 2.328 -0.375 -0.137
C -0.999 0.912 0.372
C -0.726 -0.558 1.160
C -0.250 -0.845 -0.282
C -1.299 0.097 -0.935
H 2.529 -1.381 -0.346
H 0.504 1.950 -0.641
H -1.700 1.686 0.821
H -0.008 -0.437 2.009
H -1.592 -1.241 1.380
H -0.001 -1.918 -0.599
H -1.060 0.707 -1.816
H -2.285 -0.358 -0.991
N 0.957 0.014 -0.387
N 0.433 1.352 0.213
O 3.170 0.393 0.178

***

Entry 3:
21
Properties=species:S:1:pos:R:3 method="wB97M-V/def2-TZVPD" largest_force_ev_per_a=4.10 orbital_gap_ev=8.8 spin_multiplicity=1
C 1.013 1.994 -0.974
C -0.097 1.298 -1.428
C 1.536 1.710 0.277
C -0.678 0.319 -0.645
C 0.953 0.744 1.072
C -0.163 0.037 0.622
C 0.556 -2.735 1.301
C -1.745 -3.112 0.804
C -0.724 -1.034 1.439
N -0.407 -3.574 0.980
N -1.831 -1.773 0.990
O 1.716 -2.705 1.497
O -2.633 -3.856 0.498
Br -0.817 -0.665 3.371
H 1.471 2.751 -1.592
H -0.513 1.518 -2.400
H 2.405 2.240 0.641
H -1.537 -0.227 -1.011
H 1.366 0.529 2.046
H -0.258 -4.570 0.838
H -2.760 -1.370 0.962

***

Entry 4:
100
Properties=species:S:1:pos:R:3 method="wB97M-V/def2-TZVPD" largest_force_ev_per_a=0.61 orbital_gap_ev=7.4 spin_multiplicity=1 total_charge=+4
Zr -0.130 -0.748 -0.015
C -3.285 0.816 -3.455
N -2.619 -0.212 -2.643
C -3.488 -0.814 -1.631
C -1.453 -0.783 -3.013
N -0.609 -1.267 -2.040
C 0.009 -2.594 -2.331
C -0.571 -3.592 -1.349
N -0.335 -3.066 0.031
C -1.494 -3.392 0.919
C -1.564 -2.479 2.125
N -1.397 -1.069 1.681
C -1.953 -0.086 2.469
N -3.199 -0.150 2.904
C -4.241 -0.929 2.230
C -3.652 0.494 4.150
N -1.156 0.983 2.728
C -1.690 2.316 3.034
C 0.209 0.754 3.221
C 0.961 -3.591 0.567
C 1.727 -2.542 1.357
N 1.843 -1.289 0.552
C 3.109 -0.735 0.463
N 4.001 -0.854 1.443
C 3.667 -0.862 2.870
C 5.446 -0.983 1.176
N 3.447 -0.049 -0.635
C 2.896 -0.376 -1.944
C 4.446 1.032 -0.614
N -1.115 -0.841 -4.297
C 0.277 -0.842 -4.758
C -2.095 -1.005 -5.387
H -2.563 1.324 -4.088
H -3.731 1.542 -2.776
H -4.085 0.408 -4.072
H -4.002 -0.024 -1.084
H -2.916 -1.422 -0.933
H -4.246 -1.444 -2.100
H 1.095 -2.543 -2.229
H -0.197 -2.914 -3.350
H -0.142 -4.588 -1.465
H -1.645 -3.675 -1.512
H -1.463 -4.442 1.218
H -2.401 -3.250 0.329
H -0.804 -2.724 2.870
H -2.526 -2.646 2.604
H -3.888 -1.283 1.265
H -5.108 -0.285 2.082
H -4.557 -1.774 2.843
H -2.806 0.773 4.769
H -4.243 -0.239 4.698
H -4.278 1.361 3.947
H -1.720 2.519 4.105
H -2.689 2.422 2.620
H -1.026 3.047 2.572
H 0.211 0.666 4.310
H 0.844 1.592 2.937
H 0.611 -0.165 2.800
H 1.574 -3.899 -0.280
H 0.777 -4.477 1.178
H 2.717 -2.946 1.558
H 1.263 -2.351 2.326
H 2.621 -0.619 3.026
H 4.272 -0.103 3.365
H 3.896 -1.825 3.326
H 5.623 -1.224 0.133
H 5.819 -1.805 1.786
H 5.991 -0.080 1.450
H 3.016 -1.437 -2.160
H 3.453 0.178 -2.696
H 1.845 -0.089 -2.039
H 4.625 1.356 0.407
H 4.046 1.875 -1.175
H 5.386 0.722 -1.069
H 0.948 -0.601 -3.941
H 0.379 -0.087 -5.538
H 0.548 -1.806 -5.188
H -3.053 -1.333 -4.997
H -1.716 -1.780 -6.051
H -2.215 -0.089 -5.963
C -1.849 2.297 -0.489
P -0.039 1.977 -0.644
C 0.345 2.394 -2.376
C 0.791 3.215 0.362
C 1.902 2.854 1.126
C 2.580 3.813 1.865
C 2.150 5.134 1.840
C 1.043 5.498 1.080
C 0.362 4.544 0.340
H -2.246 2.685 -1.427
H -2.030 3.037 0.288
H -2.413 1.396 -0.227
H -0.001 3.407 -2.588
H -0.132 1.698 -3.068
H 1.425 2.370 -2.527
H 2.235 1.819 1.141
H 3.443 3.540 2.457
H 2.681 5.884 2.410
H 0.715 6.529 1.061
H -0.493 4.849 -0.253